# 1
Below is 2 unconnected molecules or ions with the total composition C27H22Br2O4 in a non-equilibrium geometry, with properties calculated with ωB97M-V with the def2-TZVPD basis set.

Geometry as XYZ:
```
55
Properties=species:S:1:pos:R:3
Br -6.60 1.19 2.50
C -4.93 0.30 2.55
C -4.88 -1.10 2.50
C -3.65 -1.75 2.52
C -2.43 -1.03 2.66
C -1.17 -1.72 2.73
C 0.06 -1.10 2.58
C 1.31 -1.71 2.66
C 2.57 -1.03 2.60
C 3.80 -1.76 2.56
C 5.03 -1.11 2.52
C 5.08 0.29 2.51
Br 6.75 1.17 2.47
C 3.90 1.04 2.52
C 2.66 0.40 2.57
C -2.52 0.40 2.67
C -3.75 1.05 2.61
H -5.81 -1.67 2.44
H -3.61 -2.84 2.42
H -1.20 -2.80 2.86
H 0.05 -0.03 2.34
H 1.34 -2.80 2.77
H 3.76 -2.85 2.56
H 5.95 -1.68 2.49
H 3.95 2.13 2.50
H 1.75 1.00 2.60
H -1.60 0.99 2.74
H -3.80 2.14 2.60
C -1.10 -3.77 8.99
C -0.35 -2.89 8.01
C 0.90 -2.26 8.64
O 0.11 -3.66 6.88
C -0.82 -4.03 5.93
O -0.41 -4.72 5.00
C -2.16 -3.49 6.08
C -3.29 -4.00 5.36
C -4.59 -3.40 5.48
C -5.66 -3.88 4.73
C -5.52 -4.98 3.88
C -4.26 -5.59 3.76
C -3.18 -5.13 4.50
C -2.14 -2.13 6.58
O -2.84 -1.21 6.16
O -1.18 -1.82 7.53
H -1.97 -4.21 8.50
H -0.44 -4.57 9.34
H -1.42 -3.18 9.85
H 1.42 -1.64 7.91
H 0.64 -1.63 9.50
H 1.60 -3.03 9.00
H -4.72 -2.53 6.12
H -6.64 -3.39 4.80
H -6.37 -5.36 3.31
H -4.13 -6.44 3.08
H -2.20 -5.59 4.38
```

## Properties
HOMO energy: -0.2301 Ha
HOMO-LUMO gap: 3.12 eV

# 2
Below is a molecular structure, C27H22ClCoNOPTe, with properties calculated with ωB97M-V with the def2-TZVPD basis set.

Geometry as XYZ:
```
55
Properties=species:S:1:pos:R:3
Co -0.04 0.23 0.69
Cl -1.88 -0.65 -0.61
C -3.22 0.51 -0.43
C -4.42 0.16 -0.99
C -5.47 1.07 -0.89
C -5.30 2.28 -0.25
C -4.07 2.61 0.31
C -3.00 1.71 0.24
P -1.39 2.10 0.95
C -1.15 3.87 0.80
C -0.92 4.38 -0.47
C -0.77 5.75 -0.64
C -0.84 6.59 0.47
C -1.07 6.08 1.74
C -1.22 4.71 1.91
C -1.47 1.65 2.71
C -0.28 1.81 3.45
C -0.28 1.60 4.82
C -1.46 1.21 5.46
C -2.62 1.01 4.73
C -2.63 1.24 3.36
H -4.54 -0.78 -1.51
H -6.43 0.81 -1.34
H -6.12 2.98 -0.18
H -3.93 3.56 0.80
H -0.87 3.73 -1.33
H -0.60 6.16 -1.62
H -0.72 7.66 0.34
H -1.12 6.74 2.59
H -1.41 4.31 2.90
H 0.63 2.15 2.96
H 0.62 1.76 5.39
H -1.46 1.07 6.53
H -3.53 0.71 5.23
H -3.55 1.12 2.80
O 3.92 0.50 -0.56
C 2.82 0.40 -0.23
N 1.66 0.28 0.14
C 0.29 -2.07 4.25
Te 0.00 -2.20 2.16
C 2.01 -2.85 2.01
C 2.50 -2.98 3.43
C 3.78 -3.47 3.68
C 4.22 -3.62 4.98
C 3.39 -3.29 6.04
C 2.12 -2.80 5.80
C 1.67 -2.64 4.49
H -0.52 -2.62 4.72
H 0.20 -1.02 4.51
H 2.55 -2.13 1.40
H 1.98 -3.81 1.47
H 4.42 -3.74 2.85
H 5.21 -4.00 5.17
H 3.73 -3.42 7.06
H 1.47 -2.55 6.63
```

## Properties
HOMO energy (alpha / beta): -0.5289 / -0.5374 Ha
HOMO-LUMO gap (alpha / beta): 8.32 / 4.94 eV
Charge: +2
Relative energy (zero: lowest compared OMol25 entry of this formula, charge and spin): 4.31 kJ/mol
Multiplicity: 5

# 3
Below is a molecular structure, C27H22IN5O5PTa, with properties calculated with ωB97M-V with the def2-TZVPD basis set.

Geometry as XYZ:
```
62
Properties=species:S:1:pos:R:3
Ta 0.62 -0.04 -1.06
C -2.30 -2.69 -0.38
C -0.88 -2.88 0.00
N 0.12 -2.01 -0.16
C 1.26 -2.62 0.35
C 0.94 -3.86 0.81
N -0.40 -3.99 0.57
C 1.66 -4.96 1.53
O 2.96 -4.82 1.73
O 1.01 -5.90 1.89
C 2.50 -1.85 0.35
O 3.57 -2.20 0.73
O 2.26 -0.62 -0.21
H -2.50 -1.65 -0.61
H -2.96 -3.00 0.44
H -2.55 -3.29 -1.25
H -0.91 -4.83 0.83
H 3.33 -3.99 1.37
I 2.66 1.21 -2.61
C 1.75 3.08 -2.59
C 2.33 4.13 -3.24
C 1.64 5.36 -3.25
C 0.39 5.45 -2.69
C -0.21 4.34 -2.07
C -1.55 4.40 -1.61
C -2.17 3.28 -1.12
C -1.42 2.10 -0.95
C -0.08 1.99 -1.29
C 0.50 3.12 -1.95
H 3.28 4.04 -3.73
H 2.09 6.22 -3.74
H -0.16 6.38 -2.75
H -2.10 5.33 -1.71
H -3.21 3.30 -0.84
H -1.95 1.25 -0.55
C -1.79 0.94 1.93
P -0.06 0.61 1.48
C 0.87 2.08 1.95
C 0.44 -0.71 2.61
C 1.76 -0.80 3.05
C 2.15 -1.84 3.89
C 1.22 -2.78 4.30
C -0.11 -2.68 3.88
C -0.49 -1.65 3.05
H -2.47 0.22 1.48
H -2.07 1.94 1.62
H -1.86 0.87 3.01
H 0.80 2.22 3.03
H 0.45 2.95 1.44
H 1.92 1.99 1.67
H 2.51 -0.08 2.74
H 3.17 -1.90 4.23
H 1.52 -3.59 4.96
H -0.84 -3.40 4.23
H -1.53 -1.57 2.75
O -0.42 -0.59 -2.53
N -0.75 -0.59 -3.85
C -2.00 -0.40 -4.07
C -2.97 -0.23 -3.01
N -3.72 -0.10 -2.15
C -2.44 -0.36 -5.43
N -2.83 -0.33 -6.51
```

## Properties
HOMO energy: -0.5287 Ha
HOMO-LUMO gap: 6.75 eV
Charge: +2
Relative energy (zero: lowest compared OMol25 entry of this formula, charge and spin): 68.28 kJ/mol

# 4
Below is a molecular structure, C27H22N3O5S2W, with properties calculated with ωB97M-V with the def2-TZVPD basis set.

Geometry as XYZ:
```
60
Properties=species:S:1:pos:R:3
W 0.16 -0.05 0.58
O 3.88 -1.71 0.99
C 2.79 -1.30 1.25
O 2.03 -0.60 0.38
C 2.09 -1.44 2.55
C 2.58 -2.01 3.70
C 1.78 -1.95 4.84
C 0.56 -1.31 4.79
C 0.14 -0.77 3.59
N 0.89 -0.86 2.51
C -1.10 0.03 3.36
O -1.86 0.30 4.25
O -1.22 0.38 2.10
H 3.56 -2.47 3.69
H 2.13 -2.39 5.76
H -0.09 -1.20 5.66
S -2.31 3.75 0.12
C -3.02 2.60 -0.96
C -4.15 2.77 -1.76
C -4.55 1.72 -2.55
C -3.84 0.51 -2.54
C -2.72 0.34 -1.75
C -2.30 1.41 -0.96
N -1.20 1.47 -0.09
C -1.11 2.62 0.54
C -0.01 2.84 1.46
C 0.18 4.01 2.18
C 1.30 4.12 3.00
C 2.21 3.08 3.06
C 2.01 1.91 2.33
C 0.89 1.77 1.53
H -4.70 3.70 -1.75
H -5.42 1.82 -3.18
H -4.18 -0.30 -3.16
H -2.19 -0.60 -1.74
H -0.53 4.82 2.12
H 1.45 5.02 3.58
H 3.09 3.17 3.68
H 2.75 1.12 2.40
C 0.09 -1.59 -4.76
C 0.71 -2.20 -3.49
C 2.24 -2.28 -3.64
C 0.13 -3.60 -3.23
C 0.40 -1.34 -2.34
C 0.14 -0.63 -1.39
H 0.37 -2.20 -5.62
H 0.44 -0.57 -4.92
H -1.00 -1.58 -4.69
H 2.48 -2.92 -4.49
H 2.69 -2.71 -2.75
H 2.67 -1.30 -3.81
H 0.34 -4.24 -4.08
H -0.95 -3.55 -3.09
H 0.57 -4.04 -2.34
S -3.45 -2.78 0.88
C -2.03 -2.16 0.81
N -0.93 -1.68 0.74
O 1.37 1.56 -1.00
H 2.02 1.07 -1.53
H 1.73 2.44 -0.82
```

## Properties
HOMO energy: -0.4305 Ha
HOMO-LUMO gap: 6.66 eV
Charge: +1
Relative energy (zero: lowest compared OMol25 entry of this formula, charge and spin): 0.00 kJ/mol

# 5
Below is a molecular structure, C27H22N6O4RuS, with properties calculated with ωB97M-V with the def2-TZVPD basis set.

Geometry as XYZ:
```
61
Properties=species:S:1:pos:R:3
Ru 0.41 0.08 -0.75
C 3.47 0.50 -1.85
O 2.52 0.54 -0.75
C 2.96 1.03 0.47
C 4.25 1.46 0.68
C 4.59 1.94 1.95
C 3.65 1.99 2.97
C 2.36 1.55 2.75
C 1.99 1.06 1.49
N 0.74 0.60 1.17
N -0.18 0.78 2.18
C -1.42 0.41 1.96
C -1.99 -0.21 0.78
O -1.24 -0.69 -0.22
C -3.37 -0.38 0.64
C -4.23 -0.03 1.65
C -3.74 0.50 2.88
C -4.61 0.81 3.93
C -4.13 1.31 5.12
C -2.77 1.51 5.29
C -1.89 1.21 4.27
C -2.36 0.71 3.05
H 3.79 1.52 -2.08
H 2.96 0.05 -2.70
H 4.32 -0.12 -1.56
H 4.99 1.44 -0.10
H 5.60 2.29 2.12
H 3.93 2.36 3.94
H 1.61 1.58 3.53
H -3.73 -0.81 -0.28
H -5.30 -0.18 1.53
H -5.67 0.65 3.79
H -4.82 1.54 5.93
H -2.39 1.89 6.23
H -0.83 1.37 4.40
N -1.25 -5.63 -0.29
C -0.82 -4.65 -1.14
C -1.68 -4.12 -2.11
C -1.26 -3.11 -2.95
C 0.03 -2.61 -2.82
C 0.90 -3.13 -1.87
C 0.48 -4.13 -1.02
S 0.55 -1.29 -3.83
O 1.97 -1.39 -4.02
O -0.33 -1.14 -4.94
N 0.24 -0.04 -2.76
C 0.41 1.29 -3.06
N 0.83 1.76 -4.22
C 0.98 3.08 -4.29
C 0.76 3.93 -3.21
C 0.37 3.35 -2.02
N 0.17 2.03 -1.94
H -2.10 -6.13 -0.51
H -0.58 -6.14 0.26
H -2.68 -4.52 -2.21
H -1.92 -2.71 -3.70
H 1.93 -2.77 -1.81
H 1.15 -4.55 -0.28
H 1.31 3.47 -5.24
H 0.89 5.00 -3.29
H 0.19 3.92 -1.12
```

## Properties
HOMO energy (alpha / beta): -0.3558 / -0.3939 Ha
HOMO-LUMO gap (alpha / beta): 6.85 / 4.85 eV
Charge: +1
Relative energy (zero: lowest compared OMol25 entry of this formula, charge and spin): 0.00 kJ/mol
Multiplicity: 6

# 6
Below is a molecular structure, C27H23AuF9GeN2PS2, with properties calculated with ωB97M-V with the def2-TZVPD basis set.

Geometry as XYZ:
```
66
Properties=species:S:1:pos:R:3
Au -0.44 0.83 0.01
F 8.56 -1.42 -2.09
C 8.12 -0.18 -1.76
F 8.81 0.18 -0.65
F 8.50 0.64 -2.76
C 6.64 -0.16 -1.53
C 5.79 -0.02 -2.61
C 4.41 -0.05 -2.43
C 3.86 -0.24 -1.16
C 4.75 -0.35 -0.08
C 6.12 -0.32 -0.26
P 2.04 -0.17 -0.71
C 1.84 -2.00 -0.43
C 0.70 -2.49 0.21
C 0.53 -3.85 0.43
C 1.51 -4.74 0.04
C 2.65 -4.28 -0.60
C 2.80 -2.93 -0.84
C 1.36 -6.21 0.28
F 2.47 -6.73 0.86
F 1.17 -6.90 -0.86
F 0.32 -6.50 1.09
C 1.44 -0.01 -2.45
C 0.97 -1.07 -3.21
C 0.55 -0.87 -4.51
C 0.59 0.40 -5.06
C 1.04 1.48 -4.31
C 1.45 1.27 -3.00
C 0.20 0.62 -6.48
F -0.64 -0.33 -6.95
F 1.29 0.60 -7.31
F -0.40 1.81 -6.68
H 6.20 0.12 -3.61
H 3.76 0.04 -3.28
H 4.34 -0.46 0.92
H 6.79 -0.42 0.59
H -0.08 -1.79 0.50
H -0.38 -4.20 0.90
H 3.41 -4.99 -0.92
H 3.70 -2.59 -1.35
H 0.91 -2.06 -2.78
H 0.16 -1.70 -5.09
H 1.03 2.48 -4.73
H 1.77 2.11 -2.40
C -2.92 -0.98 2.26
Ge -1.81 0.50 2.92
C -1.80 0.30 4.90
C -2.73 2.19 2.57
C -0.07 0.53 2.08
H -3.95 -0.87 2.62
H -2.54 -1.95 2.59
H -2.93 -0.98 1.16
H -2.82 0.40 5.28
H -1.18 1.06 5.37
H -1.42 -0.69 5.20
H -3.68 2.26 3.12
H -2.94 2.29 1.50
H -2.10 3.04 2.86
H 0.50 -0.38 2.33
H 0.50 1.38 2.47
S -2.31 -3.28 -2.06
C -1.98 -1.70 -1.69
N -1.75 -0.59 -1.43
S -2.62 4.75 -1.78
C -1.65 3.44 -1.53
N -0.95 2.52 -1.36
```

## Properties
HOMO energy: -0.0711 Ha
HOMO-LUMO gap: 5.88 eV
Charge: -2
Relative energy (zero: lowest compared OMol25 entry of this formula, charge and spin): 52.64 kJ/mol

# 7
Below is a molecular structure, C27H23BrCl4N2O2Se2SiW in a non-equilibrium geometry, with properties calculated with ωB97M-V with the def2-TZVPD basis set.

Geometry as XYZ:
```
63
Properties=species:S:1:pos:R:3
W 0.69 0.57 -0.39
Cl -2.55 6.15 -1.66
C -2.02 4.69 -0.96
C -2.54 4.28 0.28
Cl -3.70 5.23 1.09
C -2.12 3.08 0.85
Cl -2.72 2.50 2.35
C -1.20 2.32 0.17
O -0.77 1.07 0.66
C -0.68 2.71 -1.07
O 0.18 1.84 -1.72
C -1.08 3.91 -1.64
Cl -0.44 4.36 -3.15
Br 2.49 -0.40 -2.15
C 1.38 -1.65 -3.04
C 1.91 -2.42 -4.03
C 1.04 -3.29 -4.72
C -0.29 -3.32 -4.40
C -0.82 -2.50 -3.38
C -2.21 -2.48 -3.10
C -2.71 -1.62 -2.16
C -1.84 -0.80 -1.41
C -0.48 -0.82 -1.60
C 0.03 -1.64 -2.64
H 2.96 -2.36 -4.29
H 1.44 -3.91 -5.51
H -0.96 -3.97 -4.95
H -2.87 -3.13 -3.66
H -3.78 -1.58 -1.97
H -2.30 -0.16 -0.66
C -1.29 -3.71 0.33
N -1.31 -2.69 1.37
C -0.30 -1.90 1.74
Se 1.35 -1.68 0.84
N -0.64 -1.25 2.85
C -1.93 -1.62 3.24
C -2.73 -1.22 4.31
C -3.99 -1.79 4.35
C -4.43 -2.70 3.38
C -3.63 -3.10 2.34
C -2.35 -2.54 2.29
H -0.40 -3.57 -0.28
H -2.18 -3.61 -0.29
H -1.27 -4.70 0.80
H -0.02 -0.62 3.34
H -2.39 -0.52 5.05
H -4.65 -1.52 5.16
H -5.43 -3.10 3.46
H -3.97 -3.81 1.59
C 4.43 3.27 2.62
Si 4.73 2.73 0.90
C 5.84 1.29 0.65
C 4.67 4.00 -0.42
Se 2.47 1.72 0.54
H 5.31 3.82 2.98
H 4.27 2.42 3.28
H 3.57 3.94 2.68
H 6.88 1.59 0.80
H 5.75 0.90 -0.37
H 5.61 0.49 1.35
H 5.57 4.61 -0.37
H 3.81 4.66 -0.29
H 4.62 3.54 -1.40
```

## Properties
HOMO energy: -0.4984 Ha
HOMO-LUMO gap: 5.56 eV
Charge: +2

# 8
Below is a molecular structure, C27H23BrCsN5O4S in a non-equilibrium geometry, with properties calculated with ωB97M-V with the def2-TZVPD basis set.

Geometry as XYZ:
```
62
Properties=species:S:1:pos:R:3
Cs 1.73 3.33 -2.32
C -4.12 -3.97 8.67
O -4.77 -3.73 7.44
C -4.05 -3.15 6.45
C -2.72 -2.76 6.57
C -2.08 -2.17 5.49
C -2.74 -1.96 4.29
C -4.08 -2.34 4.19
C -4.73 -2.93 5.26
C -2.01 -1.34 3.17
N -0.75 -0.98 3.19
C -0.50 -0.48 1.93
C -1.62 -0.52 1.15
N -2.59 -1.07 1.95
C -1.66 -0.07 -0.21
C -2.81 -0.05 -1.01
C -2.72 0.43 -2.29
C -1.48 0.88 -2.75
N -0.39 0.86 -2.02
C -0.46 0.41 -0.75
C 0.76 0.46 0.07
N 1.89 0.92 -0.51
C 2.98 1.01 0.23
C 3.03 0.66 1.58
C 1.90 0.16 2.17
C 0.73 0.04 1.41
H -4.86 -4.43 9.32
H -3.77 -3.04 9.13
H -3.27 -4.65 8.55
H -2.17 -2.92 7.48
H -1.04 -1.88 5.56
H -4.63 -2.19 3.27
H -5.77 -3.23 5.18
H -3.55 -1.25 1.70
H -3.76 -0.40 -0.62
H -3.59 0.48 -2.93
H -1.38 1.27 -3.76
H 3.87 1.37 -0.27
H 3.96 0.78 2.14
H 1.88 -0.15 3.21
C 3.76 -2.79 -5.93
C 4.11 -1.44 -5.37
C 5.38 -0.88 -5.50
C 5.66 0.36 -4.97
C 4.63 1.01 -4.32
Br 4.94 2.72 -3.54
N 3.42 0.53 -4.18
C 3.17 -0.67 -4.70
H 4.62 -3.25 -6.41
H 2.96 -2.72 -6.67
H 3.42 -3.46 -5.14
H 6.16 -1.43 -6.02
H 6.64 0.82 -5.05
H 2.16 -1.05 -4.56
C -0.51 6.91 -4.10
S 0.55 5.85 -3.17
O 1.24 4.99 -4.14
O 1.46 6.70 -2.42
O -0.32 5.03 -2.31
H 0.12 7.63 -4.62
H -1.18 7.42 -3.40
H -1.07 6.30 -4.80
```

## Properties
HOMO energy: -0.2924 Ha
HOMO-LUMO gap: 7.99 eV
Relative energy (zero: lowest compared OMol25 entry of this formula, charge and spin): 89.21 kJ/mol